C3H10S | the ωB97M-V functional and the def2-TZVPD basis

Summary:
Molecular weight = 78.180 g/mol
Charge = 0
Energy relative to the best compared isomer or geometry (same formula, charge and spin) = 0.994 eV
LUMO energy = 0.8 eV
Structure (SMILES) = CSC.C

The geometry in XYZ format:
```
14
C3H10S the ωB97M-V functional and the def2-TZVPD basis
C -0.944 0.401 -2.211
S -0.411 -1.079 -3.100
C 0.896 -2.251 -2.518
H -0.175 0.694 -1.498
H -1.049 1.075 -3.059
H -1.855 0.354 -1.611
H 0.566 -3.238 -2.813
H 0.950 -2.178 -1.425
H 1.875 -1.962 -2.903
C 0.053 1.683 4.188
H -1.045 1.630 4.246
H 0.263 0.605 4.117
H 0.499 2.282 3.410
H 0.379 1.985 5.177
```

Atomic partial charges in e from the Löwdin method, atoms 1 to 2: C -0.446; S 0.715


C3H10S2 | the ωB97M-V functional and the def2-TZVPD basis

Summary:
Molecular weight = 110.247 g/mol
Charge = 0
Energy relative to the best compared isomer or geometry (same formula, charge and spin) = 1.739 eV
LUMO energy = 0.8 eV
Structure (SMILES) = CSC.CS

The geometry in XYZ format:
```
15
C3H10S2 the ωB97M-V functional and the def2-TZVPD basis
C -1.419 0.388 0.226
S -0.465 1.486 -0.844
C -0.410 2.771 0.423
H -0.874 0.183 1.081
H -2.348 1.015 0.590
H -1.710 -0.604 -0.373
H 0.215 3.508 0.030
H 0.199 2.652 1.280
H -1.303 3.141 0.635
C 1.868 -1.338 0.451
S 0.378 -2.390 0.189
H 1.879 -0.427 -0.261
H 2.852 -1.902 0.429
H 1.752 -1.133 1.593
H 0.497 -2.884 -1.141
```

Atomic partial charges in e from the Löwdin method, atoms 1 to 2: C -0.495; S 0.732